C42H49N10O4PW | wB97M-V/def2-TZVPD

As for the total charge: +2. As for the HOMO-LUMO gap: 6.576 eV.

Last column: Löwdin charge in e.
Element x y z (Å)
W -1.022 -0.574 -0.017  1.816
C -2.258 1.013 1.768  -0.088
N -2.345 -0.500 1.724  -0.122
C -3.673 -1.123 1.522  -0.056
C -3.823 -1.505 0.082  -0.277
N -2.854 -1.320 -0.800  0.012
C -3.330 -1.775 -2.029  -0.180
C -2.731 -1.807 -3.285  0.003
C -3.494 -2.310 -4.319  -0.047
C -4.806 -2.768 -4.119  -0.049
C -5.407 -2.739 -2.877  0.011
C -4.635 -2.230 -1.840  -0.155
N -4.907 -2.045 -0.484  0.214
C -1.276 1.447 0.680  -0.364
N -1.867 1.305 -0.712  -0.079
C 0.100 2.481 -1.429  -0.180
C 0.894 2.906 -2.493  0.002
C 1.760 3.965 -2.324  -0.052
C 1.811 4.626 -1.096  -0.052
C 1.033 4.207 -0.037  -0.010
C 0.183 3.109 -0.186  -0.201
N -0.567 2.625 0.889  0.097
H -1.843 1.311 2.730  0.143
H -3.254 1.427 1.642  0.118
H -1.877 -0.873 2.544  0.126
H -4.475 -0.449 1.829  0.144
H -3.723 -2.017 2.147  0.147
H -1.723 -1.449 -3.433  0.096
H -3.074 -2.354 -5.314  0.117
H -5.360 -3.151 -4.965  0.118
H -6.419 -3.086 -2.727  0.123
H -5.772 -2.265 -0.016  0.187
H 0.800 2.408 -3.451  0.128
H 2.374 4.300 -3.147  0.117
H 2.465 5.478 -0.970  0.118
H 1.083 4.714 0.919  0.125
H -0.933 3.303 1.542  0.159
O -2.354 1.970 -3.977  0.066
C -2.951 2.986 -3.320  -0.258
C -3.281 4.106 -4.086  0.010
C -3.957 5.172 -3.533  -0.041
C -4.342 5.151 -2.193  -0.062
C -4.048 4.044 -1.435  -0.020
C -3.326 2.958 -1.967  -0.073
C -3.182 1.841 -1.014  -0.294
O -4.080 1.407 -0.332  0.117
N -0.851 1.448 -1.694  -0.077
N -0.315 0.037 -1.866  -0.005
C 0.758 -0.233 -1.019  -0.275
C 1.590 -1.537 -1.085  -0.339
C 3.014 -1.804 0.973  -0.273
C 3.360 -3.274 0.977  -0.050
C 2.546 -4.191 0.456  -0.075
C 1.183 -3.830 0.098  -0.014
C 0.792 -2.656 -0.402  -0.281
O -0.546 -2.361 -0.372  -0.217
H -1.810 1.471 -3.341  0.068
H -2.996 4.100 -5.128  0.129
H -4.195 6.027 -4.150  0.119
H -4.879 5.982 -1.761  0.113
H -4.374 3.992 -0.404  0.120
H 1.285 0.611 -0.583  0.101
H 3.894 -1.284 1.362  0.106
H 4.339 -3.553 1.348  0.119
H 2.831 -5.235 0.418  0.120
H 0.395 -4.519 0.383  0.132
O 0.374 -0.786 1.576  -0.382
P 1.755 -1.112 2.182  0.767
N 2.825 -1.295 -0.364  -0.078
C 3.768 -0.359 -0.954  -0.154
C 4.077 -0.732 -2.399  -0.153
C 2.789 -0.885 -3.199  -0.167
C 1.877 -1.916 -2.546  -0.091
N 2.397 0.283 2.748  -0.205
C 2.177 1.620 2.177  -0.169
C 3.519 2.360 2.336  -0.141
C 4.526 1.273 2.716  -0.149
C 3.669 0.280 3.489  -0.185
N 1.662 -2.068 3.504  -0.176
C 1.291 -3.505 3.468  -0.171
C 0.912 -3.820 4.910  -0.155
C 0.299 -2.515 5.399  -0.164
C 1.222 -1.467 4.796  -0.179
H 4.682 -0.376 -0.360  0.123
H 3.389 0.678 -0.922  0.118
H 4.630 -1.675 -2.412  0.125
H 4.719 0.031 -2.842  0.121
H 3.005 -1.178 -4.226  0.123
H 2.273 0.080 -3.256  0.104
H 2.348 -2.901 -2.549  0.137
H 0.929 -2.001 -3.083  0.120
H 1.375 2.133 2.711  0.110
H 1.874 1.547 1.133  0.079
H 3.444 3.101 3.133  0.117
H 3.794 2.889 1.425  0.110
H 5.365 1.650 3.297  0.123
H 4.929 0.795 1.820  0.100
H 3.498 0.625 4.513  0.126
H 4.089 -0.725 3.551  0.119
H 2.121 -4.107 3.113  0.106
H 0.439 -3.658 2.796  0.113
H 1.808 -4.054 5.487  0.124
H 0.242 -4.676 4.978  0.121
H 0.239 -2.437 6.483  0.122
H -0.714 -2.401 5.001  0.108
H 2.096 -1.299 5.429  0.119
H 0.736 -0.505 4.638  0.110



C42H50AsN6Ti | wB97M-V/def2-TZVPD

The energy above the lowest of the compared OMol25 structures with the same formula, charge and spin is 16.0 kcal per mole. As for the total charge: +3. As for the HOMO-LUMO gap: 4.842 eV.

Last column: Löwdin charge in e.
Element x y z (Å)
Ti 0.234 -0.490 1.131  1.117
C 2.038 2.311 3.940  0.042
C 1.564 1.485 2.808  -0.258
N 0.650 0.578 2.852  -0.019
C -0.202 0.374 4.035  -0.132
C -1.556 -0.125 3.578  -0.122
N -1.450 -1.115 2.450  -0.115
C -1.473 -2.543 2.886  -0.143
C -0.167 -2.909 3.529  -0.161
N 0.948 -2.513 2.636  -0.049
C 1.449 -3.623 1.771  -0.126
C 1.103 -3.337 0.319  -0.158
N 1.517 -1.952 0.135  -0.104
C 2.625 -1.610 -0.379  -0.256
C 3.612 -2.481 -1.063  0.034
C 2.946 -0.181 -0.066  -0.158
C 4.048 0.535 -0.457  0.063
C 4.302 1.749 0.182  0.053
C 3.513 2.158 1.251  0.058
C 2.426 1.384 1.585  -0.195
N 2.110 0.307 0.870  0.045
H 1.258 2.532 4.662  0.091
H 2.465 3.253 3.593  0.106
H 2.832 1.752 4.453  0.135
H -0.349 1.289 4.598  0.120
H 0.295 -0.328 4.699  0.128
H -2.118 0.718 3.192  0.123
H -2.110 -0.552 4.412  0.145
H -2.295 -0.972 1.912  0.091
H -1.648 -3.157 2.003  0.113
H -2.301 -2.713 3.571  0.144
H -0.152 -3.976 3.735  0.137
H -0.061 -2.410 4.487  0.121
H 1.713 -2.199 3.215  0.125
H 1.042 -4.582 2.083  0.136
H 2.531 -3.681 1.863  0.137
H 0.027 -3.406 0.157  0.105
H 1.584 -4.030 -0.361  0.124
H 3.169 -3.408 -1.412  0.085
H 4.443 -2.710 -0.387  0.124
H 4.022 -1.963 -1.931  0.098
H 4.723 0.151 -1.213  0.142
H 5.163 2.342 -0.110  0.145
H 3.767 3.044 1.821  0.140
C 2.603 -2.902 -4.644  -0.049
C 1.713 -3.698 -3.927  -0.054
C 0.805 -3.114 -3.052  -0.122
C 0.783 -1.729 -2.885  -0.365
C 1.676 -0.933 -3.603  -0.092
C 2.579 -1.522 -4.486  -0.058
As -0.505 -0.936 -1.660  1.395
C -0.758 0.802 -2.497  -0.362
C -1.735 1.034 -3.457  -0.076
C -1.807 2.270 -4.091  -0.040
C -0.905 3.278 -3.774  -0.046
C 0.062 3.056 -2.802  -0.066
C 0.124 1.827 -2.160  -0.151
C -2.037 -2.041 -2.056  -0.376
C -2.431 -2.222 -3.380  -0.100
C -3.487 -3.075 -3.671  -0.032
C -4.131 -3.771 -2.655  -0.037
C -3.709 -3.630 -1.339  -0.051
C -2.662 -2.766 -1.045  -0.137
H 3.295 -3.357 -5.345  0.124
H 1.706 -4.773 -4.072  0.122
H 0.082 -3.739 -2.543  0.106
H 1.642 0.144 -3.519  0.096
H 3.246 -0.896 -5.072  0.121
H -2.459 0.273 -3.705  0.094
H -2.573 2.442 -4.840  0.123
H -0.961 4.236 -4.278  0.122
H 0.765 3.843 -2.547  0.114
H 0.873 1.675 -1.398  0.084
H -1.908 -1.728 -4.186  0.112
H -3.799 -3.205 -4.701  0.125
H -4.951 -4.440 -2.891  0.125
H -4.192 -4.193 -0.549  0.118
H -2.328 -2.680 -0.020  0.058
C -1.462 4.090 3.063  -0.049
N -0.573 4.426 1.972  -0.254
C -0.146 5.820 1.818  -0.044
C -0.069 3.419 1.111  -0.165
C -1.125 2.464 0.561  -0.211
C -2.169 3.170 -0.049  -0.021
C -3.300 2.558 -0.545  -0.016
C -3.422 1.179 -0.417  -0.041
C -2.382 0.472 0.138  -0.227
C -1.195 1.057 0.628  -0.200
H -2.218 3.362 2.757  0.082
H -0.931 3.689 3.948  0.076
H -1.991 4.983 3.393  0.102
H -0.902 6.440 1.324  0.094
H 0.769 5.869 1.224  0.085
H 0.068 6.272 2.789  0.092
H 0.735 2.840 1.603  0.077
H 0.428 3.909 0.271  0.132
H -2.080 4.252 -0.108  0.138
H -4.077 3.143 -1.026  0.129
H -4.302 0.655 -0.772  0.129
H -2.507 -0.598 0.127  0.035



C42H50BHgN10O2P2S2 | wB97M-V/def2-TZVPD

As for the spin multiplicity: 2. The energy above the lowest of the compared OMol25 structures with the same formula, charge and spin is 0.0 kcal per mole. As for the HOMO-LUMO gap (alpha / beta): 4.130 / 8.136 eV.

Last column: Löwdin charge in e.
Element x y z (Å)
Hg -1.328 1.507 1.315  0.766
C 0.965 -2.011 4.184  -0.037
N 0.843 -0.613 4.560  -0.116
C 1.583 0.026 5.530  -0.046
C 1.118 1.289 5.589  -0.074
N 0.100 1.433 4.669  0.014
B -0.671 2.792 4.483  -0.447
N 0.230 3.772 3.634  0.009
C 1.407 4.299 4.120  -0.070
C 1.962 5.078 3.170  -0.049
N 1.109 5.031 2.088  -0.128
C 1.308 5.698 0.818  -0.046
C 0.060 4.233 2.388  -0.731
S -1.231 3.975 1.271  0.599
C -0.062 0.253 4.054  -0.681
S -1.243 -0.305 2.915  0.651
H 1.912 -2.386 4.565  0.094
H 0.951 -2.099 3.099  0.047
H 0.146 -2.594 4.603  0.094
H 2.372 -0.471 6.066  0.120
H 1.420 2.103 6.222  0.112
H -1.720 2.616 3.939  0.039
H -0.771 3.283 5.581  0.077
H 1.757 4.077 5.110  0.112
H 2.869 5.656 3.160  0.118
H 2.298 6.148 0.819  0.090
H 0.556 6.471 0.666  0.089
H 1.228 4.977 0.006  0.068
O -2.632 -1.119 0.472  -0.411
P -2.486 -1.831 -0.825  0.722
C -1.631 -0.930 -2.139  -0.296
P -0.039 -0.178 -1.621  0.695
O -0.291 1.030 -0.743  -0.474
C 0.579 0.458 -3.209  -0.261
C 0.837 1.828 -3.299  -0.100
C 1.416 2.369 -4.436  -0.094
C 1.754 1.547 -5.505  -0.095
C 1.489 0.187 -5.433  -0.085
C 0.901 -0.354 -4.298  -0.083
C 1.001 -1.379 -0.963  -0.353
C 1.476 -2.501 -1.741  -0.129
C 2.463 -3.321 -1.250  -0.136
C 3.034 -3.121 0.016  -0.131
C 2.510 -2.080 0.822  -0.153
C 1.524 -1.246 0.364  -0.155
C -4.124 -2.207 -1.520  -0.270
C -4.473 -2.020 -2.853  -0.089
C -5.774 -2.255 -3.278  -0.083
C -6.736 -2.678 -2.372  -0.088
C -6.394 -2.874 -1.040  -0.080
C -5.095 -2.640 -0.617  -0.082
C -1.622 -3.401 -0.654  -0.281
C -0.887 -3.611 0.509  -0.069
C -0.148 -4.775 0.651  -0.069
C -0.153 -5.729 -0.357  -0.082
C -0.889 -5.523 -1.515  -0.083
C -1.623 -4.355 -1.666  -0.085
H -2.274 -0.136 -2.527  0.057
H -1.416 -1.637 -2.948  0.070
H 0.563 2.465 -2.465  0.090
H 1.599 3.435 -4.493  0.100
H 2.212 1.967 -6.391  0.099
H 1.740 -0.459 -6.265  0.102
H 0.694 -1.416 -4.275  0.086
H 1.043 -2.736 -2.706  0.076
H 2.793 -4.155 -1.859  0.097
H 3.818 -3.769 0.383  0.078
H 2.899 -1.929 1.825  0.089
H 1.134 -0.470 1.009  0.049
H -3.737 -1.676 -3.570  0.099
H -6.036 -2.106 -4.318  0.103
H -7.751 -2.861 -2.703  0.103
H -7.140 -3.210 -0.331  0.105
H -4.824 -2.782 0.423  0.111
H -0.885 -2.848 1.278  0.079
H 0.450 -4.927 1.540  0.106
H 0.430 -6.634 -0.244  0.103
H -0.893 -6.268 -2.301  0.101
H -2.202 -4.197 -2.571  0.105
C -4.961 0.577 1.529  -0.004
C -4.530 1.122 0.216  -0.401
N -3.393 1.733 -0.025  0.021
C -3.384 2.052 -1.364  -0.153
C -4.531 1.612 -1.944  -0.095
N -5.252 1.027 -0.924  0.113
H -4.252 0.896 2.290  0.067
H -4.950 -0.512 1.507  0.065
H -5.958 0.926 1.800  0.084
H -2.541 2.553 -1.812  0.103
H -4.902 1.665 -2.952  0.109
H -6.136 0.556 -1.014  0.155
C 3.989 0.329 -1.874  -0.055
C 5.097 0.887 -0.992  -0.402
C 5.603 -0.156 -0.002  -0.071
C 4.674 2.176 -0.287  -0.112
N 3.606 2.009 0.693  -0.086
C 2.279 2.027 0.554  -0.150
N 1.733 1.828 1.731  0.033
N 2.759 1.667 2.593  0.006
N 3.883 1.771 1.985  0.068
H 4.343 -0.542 -2.427  0.090
H 3.630 1.065 -2.599  0.073
H 3.140 -0.013 -1.277  0.056
H 5.933 1.193 -1.632  0.134
H 4.797 -0.495 0.650  0.056
H 6.411 0.234 0.621  0.077
H 5.968 -1.032 -0.538  0.081
H 4.328 2.912 -1.014  0.126
H 5.512 2.600 0.265  0.123
H 1.738 2.155 -0.370  0.111



C42H50F36N10O26S12 | wB97M-V/def2-TZVPD

As for the total charge: -2. As for the HOMO-LUMO gap: 6.148 eV.

Last column: Löwdin charge in e.
Element x y z (Å)
C 4.989 1.003 2.927  0.008
C 4.987 2.386 2.217  -0.338
C 4.156 3.403 3.080  -0.114
C 4.622 4.866 3.032  -0.143
C 6.158 4.909 3.263  -0.114
C 6.964 4.345 2.104  -0.405
N 6.589 2.833 2.063  0.031
O 7.420 1.995 1.883  0.205
C 8.521 4.378 2.309  -0.011
C 6.709 4.971 0.678  0.030
C 4.493 2.414 0.791  -0.005
H 5.415 0.191 2.336  0.074
H 3.904 0.956 3.063  0.107
H 5.437 0.918 3.909  0.092
H 4.375 3.179 4.158  0.138
H 3.157 3.068 2.843  0.082
H 4.046 5.371 3.779  0.111
H 4.417 5.321 2.047  0.112
H 6.327 4.468 4.244  0.131
H 6.434 5.923 3.302  0.112
H 8.764 4.007 3.331  0.107
H 8.799 5.378 2.042  0.076
H 8.906 3.690 1.512  0.098
H 7.158 4.344 -0.028  0.079
H 7.206 5.922 0.758  0.093
H 5.673 5.122 0.469  0.070
H 5.257 2.077 0.011  0.134
H 3.984 3.287 0.405  0.068
H 3.754 1.645 0.768  0.066
C 2.795 0.548 -3.130  0.004
C 1.934 -0.375 -2.264  -0.387
C 2.304 -0.007 -0.784  -0.109
C 1.273 -0.482 0.179  -0.158
C 0.027 0.322 -0.037  -0.099
C -0.582 -0.074 -1.416  -0.390
N 0.488 0.181 -2.510  0.003
O 0.264 0.815 -3.445  0.234
C -1.702 0.963 -1.606  -0.022
C -1.004 -1.527 -1.590  0.021
C 1.921 -1.831 -2.570  0.001
H 2.772 0.306 -4.194  0.101
H 3.852 0.373 -2.926  0.103
H 2.439 1.521 -2.778  0.095
H 2.605 1.041 -0.757  0.105
H 3.233 -0.538 -0.572  0.097
H 1.601 -0.321 1.173  0.110
H 0.986 -1.507 0.231  0.103
H 0.157 1.387 0.060  0.104
H -0.832 0.047 0.567  0.129
H -1.338 2.019 -1.523  0.080
H -2.359 0.714 -0.783  0.076
H -2.272 0.884 -2.535  0.090
H -1.105 -1.701 -2.661  0.095
H -1.896 -1.582 -0.887  0.107
H -0.318 -2.269 -1.282  0.056
H 1.402 -1.978 -3.560  0.085
H 1.557 -2.526 -1.840  0.081
H 2.961 -2.187 -2.794  0.123
C -4.159 0.925 3.630  0.051
N -4.735 0.201 2.456  -0.049
C -4.930 0.848 1.303  0.014
C -5.156 0.170 0.112  0.027
C -5.302 -1.202 0.159  -0.089
C -5.220 -1.861 1.413  0.028
C -4.910 -1.111 2.512  -0.005
C -5.331 -1.985 -1.140  -0.105
C -6.131 -3.078 -1.289  0.031
C -5.825 -3.894 -2.363  0.004
N -4.886 -3.636 -3.294  -0.074
C -4.289 -2.430 -3.337  0.046
C -4.533 -1.590 -2.246  0.061
C -4.427 -4.536 -4.285  0.006
H -4.313 0.356 4.575  0.085
H -4.640 1.880 3.753  0.106
H -3.135 1.098 3.387  0.082
H -4.724 1.914 1.166  0.145
H -5.207 0.792 -0.795  0.073
H -5.334 -2.909 1.566  0.104
H -4.747 -1.641 3.429  0.151
H -6.853 -3.446 -0.558  0.142
H -6.367 -4.826 -2.520  0.149
H -3.697 -2.210 -4.220  0.127
H -4.027 -0.648 -2.180  0.087
H -5.180 -4.812 -4.985  0.100
H -4.025 -5.449 -3.781  0.112
H -3.557 -4.074 -4.776  0.080
C 2.242 -4.004 -6.150  -0.597
F 1.605 -4.076 -4.982  0.141
F 3.539 -3.718 -5.877  0.101
F 2.274 -5.275 -6.734  0.069
S 1.661 -2.779 -7.403  0.614
O 2.243 -1.538 -7.041  -0.271
O 1.895 -3.348 -8.730  -0.293
N 0.097 -2.997 -7.064  -0.310
S -0.799 -2.152 -6.115  0.642
O -1.862 -2.933 -5.423  -0.346
O -0.063 -1.306 -5.157  -0.334
C -1.837 -1.088 -7.222  -0.689
F -2.629 -1.807 -8.027  0.138
F -2.576 -0.347 -6.429  0.149
F -1.020 -0.326 -7.956  0.135
C -1.696 2.588 9.669  -0.734
F -1.884 3.296 10.729  0.168
F -1.804 3.309 8.574  0.151
F -0.486 2.027 9.702  0.135
S -3.049 1.286 9.746  0.573
O -2.764 0.682 11.005  -0.293
O -4.320 1.951 9.600  -0.299
N -2.780 0.269 8.589  -0.289
S -2.802 0.357 7.036  0.494
O -3.537 -0.676 6.425  -0.279
O -2.827 1.619 6.440  -0.255
C -1.141 -0.259 6.681  -0.605
F -0.918 -1.512 6.990  0.158
F -0.975 -0.187 5.296  0.054
F -0.122 0.542 7.193  0.073
C 0.872 6.533 -1.056  -0.751
F -0.447 6.958 -1.007  0.083
F 1.239 6.446 -2.285  0.171
F 1.677 7.335 -0.540  0.222
S 0.875 4.763 -0.345  0.612
O -0.251 4.066 -0.932  -0.299
O 2.191 4.372 -0.818  -0.330
N 0.818 5.114 1.191  -0.303
S 0.592 4.171 2.434  0.587
O 1.081 2.799 2.258  -0.315
O 1.091 4.890 3.543  -0.274
C -1.229 4.039 2.663  -0.698
F -1.910 4.363 1.574  0.143
F -1.482 2.713 2.881  0.088
F -1.675 4.715 3.644  0.214
C -4.322 4.239 -1.735  -0.667
F -4.027 5.018 -2.759  0.169
F -3.257 3.447 -1.452  0.097
F -4.623 5.010 -0.702  0.141
S -5.754 3.125 -1.932  0.605
O -6.104 2.918 -0.526  -0.308
O -6.741 3.868 -2.704  -0.292
N -5.266 1.775 -2.584  -0.323
S -5.734 1.573 -4.131  0.636
O -5.415 2.761 -4.872  -0.279
O -5.214 0.293 -4.549  -0.298
C -7.683 1.301 -4.047  -0.533
F -8.555 2.325 -4.295  0.111
F -7.895 0.295 -4.960  0.064
F -8.069 0.715 -2.883  0.092
C -3.872 -6.861 -0.724  -0.674
F -3.828 -8.088 -0.176  0.124
F -4.097 -7.074 -2.025  0.108
F -4.940 -6.183 -0.268  0.117
S -2.291 -6.050 -0.499  0.590
O -1.314 -7.065 -0.691  -0.255
O -2.368 -4.964 -1.543  -0.330
N -2.229 -5.577 0.966  -0.300
S -2.631 -4.209 1.640  0.620
O -2.885 -3.132 0.700  -0.310
O -3.639 -4.380 2.665  -0.288
C -0.978 -3.952 2.440  -0.656
F -1.110 -2.787 3.196  0.079
F -0.771 -4.975 3.184  0.199
F -0.033 -3.723 1.517  0.144
C 5.899 -2.957 1.625  -0.663
F 6.062 -4.248 1.767  0.156
F 4.941 -2.528 2.469  0.114
F 7.036 -2.296 1.967  0.096
S 5.472 -2.619 -0.165  0.560
O 4.392 -3.464 -0.457  -0.259
O 5.310 -1.200 -0.224  -0.312
N 6.873 -3.067 -0.781  -0.292
S 6.984 -3.858 -2.095  0.504
O 5.951 -3.616 -3.007  -0.264
O 8.348 -3.883 -2.464  -0.290
C 6.819 -5.702 -1.679  -0.636
F 7.955 -6.290 -1.207  0.091
F 6.014 -5.850 -0.618  0.094
F 6.341 -6.376 -2.701  0.151